A structure of composition C53H38F5N10PbSSe, computed with ωB97M-V/def2-TZVPD.

Geometry (Å):
Pb 0.9019 1.0609 -0.2188
C -3.6964 5.6563 0.4954
C -3.4409 5.8961 -0.8524
C -2.2922 5.4226 -1.4640
C -1.4052 4.6885 -0.6960
C -0.1691 3.9833 -1.0066
N 0.4816 4.1178 -2.1440
C 1.5703 3.4460 -2.4649
C 2.4530 3.8127 -3.5639
C 2.4514 4.8657 -4.4642
C 3.4839 4.9426 -5.3810
C 4.5012 3.9927 -5.3997
C 4.5093 2.9347 -4.5071
C 3.4778 2.8426 -3.5862
C 3.1818 1.9238 -2.4938
N 3.8973 0.8522 -2.2020
C 3.8016 0.2191 -1.0488
N 3.1926 0.6819 0.0712
C 3.4603 -0.1336 1.1162
N 3.1503 0.0888 2.3797
C 2.2408 0.9484 2.7770
N 1.2974 1.5611 2.0204
C 0.5564 2.3981 2.7821
N -0.4011 3.2119 2.3824
C -0.5877 3.5690 1.1260
N 0.2273 3.2902 0.0853
C -1.6690 4.4317 0.6651
C -2.8115 4.9257 1.2707
C 1.0043 2.2926 4.1624
C 0.6301 2.9443 5.3259
C 1.3030 2.6262 6.4932
C 2.3401 1.6970 6.4984
C 2.7463 1.0720 5.3314
C 2.0705 1.3699 4.1601
C 4.2195 -1.2801 0.6337
C 4.5918 -2.4729 1.2298
C 5.1523 -3.4546 0.4274
C 5.3522 -3.2385 -0.9340
C 4.9976 -2.0420 -1.5392
C 4.4215 -1.0636 -0.7467
N 2.0429 2.3207 -1.8840
H -4.6084 6.0382 0.9357
H -4.1612 6.4492 -1.4377
H -2.0929 5.5971 -2.5104
H 1.6626 5.6002 -4.4403
H 3.5157 5.7535 -6.0953
H 5.2938 4.0950 -6.1288
H 5.2984 2.2006 -4.5200
H -3.0039 4.7241 2.3134
H -0.1551 3.6846 5.3079
H 1.0292 3.1152 7.4170
H 2.8438 1.4738 7.4290
H 3.5720 0.3797 5.3223
H 4.4167 -2.6379 2.2816
H 5.4291 -4.4085 0.8607
H 5.7755 -4.0285 -1.5387
H 5.1354 -1.8818 -2.5988
C -3.9865 -2.8278 -4.0469
C -4.1322 -1.5588 -3.2170
C -2.8856 -0.6793 -3.2333
C -1.6990 -1.2550 -2.4636
N -2.0047 -1.5097 -1.0764
C -2.1813 -0.5486 -0.1413
Se -2.3383 1.2356 -0.4623
N -2.2800 -1.1172 1.0794
C -2.2305 -0.4121 2.3339
C -3.5072 -0.5218 3.1638
C -4.7108 0.1959 2.5523
C -5.3593 -0.5710 1.4049
C -2.1281 -2.4746 0.9343
C -2.0833 -3.4973 1.8667
C -1.8657 -4.7787 1.3962
C -1.7122 -5.0349 0.0367
C -1.7527 -4.0189 -0.9026
C -1.9570 -2.7290 -0.4388
H -4.9442 -3.3351 -4.1359
H -3.2850 -3.5176 -3.5872
H -3.6334 -2.5855 -5.0471
H -4.3802 -1.8173 -2.1847
H -4.9626 -0.9681 -3.6097
H -3.1410 0.2843 -2.7920
H -2.5633 -0.4989 -4.2591
H -0.8673 -0.5419 -2.5017
H -1.3550 -2.1898 -2.9040
H -2.0268 0.6398 2.1202
H -1.3795 -0.8142 2.8916
H -3.2871 -0.0815 4.1385
H -3.7581 -1.5713 3.3231
H -4.3960 1.1778 2.1958
H -5.4605 0.3448 3.3342
H -4.7012 -0.6094 0.5416
H -6.2790 -0.0761 1.0984
H -5.5988 -1.5900 1.7083
H -2.1816 -3.2924 2.9192
H -1.7922 -5.5984 2.0954
H -1.5343 -6.0476 -0.2935
H -1.6092 -4.2354 -1.9507
F 2.0341 -7.0287 -0.8899
C 1.8458 -5.7702 -0.4339
C 1.6830 -4.7095 -1.3173
F 1.7382 -4.9459 -2.6446
C 1.4240 -3.4396 -0.8408
F 1.2171 -2.4517 -1.7391
C 1.3053 -3.1540 0.5333
S 0.8417 -1.6467 1.1620
C 1.5270 -4.2488 1.3987
F 1.4571 -4.0593 2.7285
C 1.7731 -5.5225 0.9340
F 1.9234 -6.5523 1.7931

Cartesian forces (eV/Å) of the 3 atoms listed first:
-0.896 -1.079 -0.727
-0.045 0.001 0.141
-0.002 0.048 -0.192

Summary:
Net charge: -1
LUMO (alpha / beta), eV: 1.03 / 1.05
Gap between HOMO and LUMO (alpha / beta), eV: 4.84 / 4.93
HOMO level (alpha / beta), eV: -3.806 / -3.885


A structure of composition C38H42N7O2V, computed with ωB97M-V/def2-TZVPD.

Geometry (Å):
O -1.6201 4.1422 -1.3623
V -0.0579 3.7171 -1.1559
C -1.4846 0.3974 1.4481
C -0.7936 0.3600 0.0939
C -1.7266 -0.3871 -0.8307
O -0.4288 1.6746 -0.3735
H -2.1654 1.2448 1.5295
H -0.8329 0.6391 2.2876
H -1.9599 -0.5117 1.8165
H 0.1036 -0.2588 0.1077
H -1.9445 -1.3612 -0.3929
H -1.4223 -0.4407 -1.8760
H -2.7724 -0.0799 -0.8342
N 0.0370 4.8590 0.8962
C 0.0104 6.2142 1.0381
C -0.0863 6.8336 2.2491
C -0.0782 6.1299 3.4519
C 0.0740 4.7705 3.3976
C 0.1642 4.1983 2.0694
H 0.0113 6.7258 0.0870
H -0.3014 7.8914 2.2147
H -0.0050 6.6061 4.4185
H 0.3120 4.1856 4.2738
H 0.4528 3.1626 1.9674
N -0.5734 -2.3988 4.7330
C -1.4079 -2.8715 5.6095
C -2.6089 -3.5760 5.3284
C -2.8533 -3.7630 3.9835
C -2.0720 -3.2097 2.9769
C -0.8854 -2.5956 3.4118
H -1.0080 -2.8923 6.6126
H -3.1685 -4.0052 6.1464
H -3.6760 -4.4116 3.7209
H -2.3104 -3.4620 1.9542
H -0.2414 -2.1632 2.6604
N -3.9520 -1.9349 -6.5571
C -3.6158 -1.8050 -5.2647
C -2.4148 -1.1129 -4.8811
C -1.6399 -0.5394 -5.8790
C -2.0366 -0.5235 -7.1928
C -3.1431 -1.2953 -7.4566
H -4.2053 -2.4247 -4.6052
H -2.0581 -1.3009 -3.8792
H -0.6997 -0.1201 -5.5524
H -1.4192 0.0195 -7.8930
H -3.5211 -1.2023 -8.4640
N 2.9543 2.6206 3.1212
C 2.9503 2.9042 4.4982
C 2.3820 2.0438 5.4286
C 1.7221 0.8935 4.9003
C 1.7134 0.5721 3.5383
C 2.3080 1.4740 2.7035
H 3.5276 3.7479 4.8465
H 2.4522 2.2634 6.4837
H 1.1998 0.2470 5.5900
H 1.1523 -0.3151 3.2846
H 2.2965 1.4003 1.6261
N 2.1779 3.3018 -0.8436
C 3.0074 4.2457 -0.3087
C 4.2829 4.0013 0.1640
C 4.8240 2.7218 0.1386
C 4.0824 1.7055 -0.4630
C 2.7750 2.0224 -0.8926
H 2.6530 5.2555 -0.4542
H 4.9493 4.7766 0.5120
H 5.7952 2.5272 0.5691
H 4.3601 0.6744 -0.6246
H 2.2140 1.3733 -1.5486
N 2.5355 -0.6196 -2.7109
C 1.3708 -0.7468 -3.4359
C 0.9791 -1.8921 -4.2306
C 1.9337 -2.9625 -4.3336
C 3.1099 -2.8199 -3.5353
C 3.4133 -1.6689 -2.7989
H 0.5737 -0.0441 -3.2430
H 0.0584 -2.0210 -4.7803
H 1.7329 -3.8716 -4.8810
H 3.8288 -3.6236 -3.5969
H 4.1408 -1.6620 -2.0007
N -1.2022 -5.8975 -0.2571
C -2.5327 -5.9290 -0.1117
C -3.3515 -4.8707 -0.4091
C -2.8099 -3.8195 -1.1443
C -1.4590 -3.7856 -1.3946
C -0.5926 -4.8506 -0.9178
H -3.1113 -6.6727 0.4160
H -4.4034 -5.0060 -0.2052
H -3.3212 -2.9747 -1.5817
H -1.0986 -2.9397 -1.9611
H 0.4512 -4.9032 -1.1901

Cartesian forces (eV/Å) of the 3 atoms listed first:
4.489 -0.335 -0.293
-5.148 -3.405 4.062
0.537 1.039 1.450

Summary:
<S²>: 0.818
Net charge: +1
LUMO (alpha / beta), eV: -4.86 / -4.41
Gap between HOMO and LUMO (alpha / beta), eV: 6.42 / 6.87
2S+1: 2
HOMO level (alpha / beta), eV: -11.280 / -11.280


The molecule CH3NO2S, computed with ωB97M-V/def2-TZVPD.

Geometry (Å):
C -0.0140 0.5167 -0.7141
N -0.9035 -0.4155 1.3669
O -2.0980 -1.1278 -0.7481
O -2.5396 1.1357 0.1281
S -1.6380 0.0368 -0.0209
H 0.4271 1.4484 -0.6549
H 0.5702 -0.2747 -1.2364
H -0.7749 -1.3511 1.2024

Cartesian forces (eV/Å) of the 3 atoms listed first:
-0.526 -2.457 -1.158
-0.775 2.781 1.937
0.420 0.562 0.355

Summary:
<S²>: 2.008
Energy relative to the best compared isomer or geometry (same formula, charge and spin), kcal/mol: 45.16
LUMO (alpha / beta), eV: 0.69 / -3.65
Gap between HOMO and LUMO (alpha / beta), eV: 10.73 / 7.79
2S+1: 3
HOMO level (alpha / beta), eV: -10.040 / -11.433


A cluster of 4 separate species, C2H10O4 in total, computed with ωB97M-V/def2-TZVPD.

Geometry (Å):
C -1.5926 0.0188 -1.3863
C -2.6443 0.0195 -0.3005
O -2.6485 -0.6751 0.6774
H -1.6124 -0.8593 -2.0205
H -1.7070 0.9488 -1.9397
H -0.6488 0.0736 -0.8293
H -3.4934 0.7072 -0.5063
O 0.6504 0.0006 2.1513
H 0.3789 0.8653 2.4091
H -0.0637 -0.4410 1.6720
O 2.4080 1.5539 0.5045
H 1.5522 1.4610 0.0743
H 2.3288 1.0026 1.2751
O 2.0097 -1.5264 -0.6404
H 2.6200 -0.8099 -0.6790
H 2.4627 -2.3396 -0.4616

Cartesian forces (eV/Å) of the 3 atoms listed first:
0.305 0.805 1.263
-0.695 -0.191 -0.943
0.349 -0.003 0.269

Summary:
Energy relative to the best compared isomer or geometry (same formula, charge and spin), kcal/mol: 12.61
LUMO, eV: 0.61
Gap between HOMO and LUMO, eV: 10.84
SMILES: CC=O.O.O.O
HOMO level, eV: -10.227


A structure of composition C2H2N2O2, computed with ωB97M-V/def2-TZVPD.

Geometry (Å):
O -0.2834 -0.8109 2.2973
C -0.2780 0.0671 1.5394
N 0.3033 -0.8697 -0.2862
C 0.3051 0.1699 -0.9383
N 0.1932 1.3854 -1.0919
O -0.3789 1.1717 1.1183
H 0.1947 -1.8231 -0.5487
H -0.0559 0.7097 -2.0898

Cartesian forces (eV/Å) of the 3 atoms listed first:
0.113 -0.932 0.058
-0.686 2.757 0.970
0.266 -0.726 -0.515

Summary:
Energy relative to the best compared isomer or geometry (same formula, charge and spin), kcal/mol: 70.53
LUMO, eV: 0.04
Gap between HOMO and LUMO, eV: 10.41
HOMO level, eV: -10.372


A structure of composition C43H44GeIrN3O2Se, computed with ωB97M-V/def2-TZVPD.

Geometry (Å):
Ir -0.6577 0.1036 -0.2032
C 1.4543 3.0342 0.3287
N 0.7497 2.2314 1.3175
C -0.1260 3.0250 2.1542
C 1.5768 1.2866 1.9779
C 2.0505 1.4702 3.2681
C 2.8221 0.4979 3.8945
C 3.1264 -0.6748 3.2261
C 2.6537 -0.8767 1.9353
C 1.8879 0.0905 1.2975
N 1.2963 -0.1064 0.0364
C 1.9834 -0.5725 -1.0745
C 3.3603 -0.8107 -1.1474
C 3.9240 -1.3212 -2.3063
C 3.1428 -1.5910 -3.4212
C 1.7863 -1.2943 -3.3842
C 1.2201 -0.7789 -2.2367
N -0.1860 -0.3212 -2.1983
C -1.1180 -1.3783 -2.6777
C -0.3009 0.8784 -3.0723
H 2.0703 3.8163 0.7970
H 0.7270 3.5129 -0.3315
H 2.1039 2.3978 -0.2720
H 0.4027 3.8107 2.7154
H -0.6536 2.3739 2.8498
H -0.8648 3.5062 1.5109
H 1.8083 2.3831 3.7967
H 3.1768 0.6607 4.9038
H 3.7149 -1.4449 3.7077
H 2.8546 -1.8131 1.4306
H 3.9828 -0.6085 -0.2874
H 4.9893 -1.5123 -2.3351
H 3.5830 -2.0049 -4.3179
H 1.1787 -1.4635 -4.2644
H -0.9621 -1.5708 -3.7409
H -2.1354 -1.0268 -2.5112
H -0.9426 -2.2864 -2.1061
H 0.0382 0.6370 -4.0805
H 0.3182 1.6749 -2.6615
H -1.3418 1.1971 -3.0976
O -1.2472 -0.0396 1.8579
C -1.8503 -1.1095 1.5876
O -1.8845 -1.4372 0.3467
C -2.4924 -1.9715 2.6275
C -2.3124 -3.4824 2.4386
Ge -2.5007 -4.3958 0.6946
C -0.8059 -4.4529 -0.2875
C 0.3032 -3.6728 0.0341
C 1.4985 -3.8178 -0.6591
C 1.6008 -4.7261 -1.7013
C 0.5079 -5.5137 -2.0328
C -0.6747 -5.3860 -1.3187
C -3.9984 -3.8211 -0.4183
C -4.1155 -4.2918 -1.7262
C -5.1893 -3.9208 -2.5231
C -6.1741 -3.0825 -2.0186
C -6.0851 -2.6260 -0.7128
C -5.0044 -2.9981 0.0759
C -2.8601 -6.2729 1.1404
C -4.1652 -6.7610 1.1770
C -4.4265 -8.0733 1.5484
C -3.3811 -8.9186 1.8901
C -2.0756 -8.4489 1.8559
C -1.8200 -7.1367 1.4829
H -3.5504 -1.6951 2.6393
H -2.0831 -1.6517 3.5868
H -2.9963 -4.0061 3.1094
H -1.3094 -3.7710 2.7694
H 0.2498 -2.9411 0.8336
H 2.3543 -3.2108 -0.3976
H 2.5318 -4.8226 -2.2454
H 0.5800 -6.2403 -2.8326
H -1.5005 -6.0473 -1.5583
H -3.3603 -4.9494 -2.1401
H -5.2589 -4.2890 -3.5393
H -7.0104 -2.7892 -2.6402
H -6.8515 -1.9728 -0.3112
H -4.9495 -2.6441 1.0989
H -4.9910 -6.1132 0.9009
H -5.4466 -8.4365 1.5678
H -3.5825 -9.9428 2.1775
H -1.2553 -9.1063 2.1167
H -0.7933 -6.7870 1.4473
Se -2.5796 1.5875 -0.7406
C -3.8259 1.4924 0.7079
C -4.6312 0.3704 0.8681
C -5.5335 0.2926 1.9191
C -5.6568 1.3473 2.8137
C -4.8748 2.4814 2.6407
C -3.9619 2.5534 1.5977
H -4.5510 -0.4286 0.1459
H -6.1576 -0.5890 2.0342
H -6.3644 1.2911 3.6308
H -4.9712 3.3151 3.3252
H -3.3452 3.4354 1.4760

Cartesian forces (eV/Å) of the 3 atoms listed first:
0.226 -0.068 0.280
-0.023 0.011 -0.039
0.053 0.039 -0.094

Summary:
Energy relative to the best compared isomer or geometry (same formula, charge and spin), kcal/mol: 24.50
LUMO (alpha / beta), eV: -0.27 / -0.27
Gap between HOMO and LUMO (alpha / beta), eV: 6.73 / 6.73
HOMO level (alpha / beta), eV: -6.995 / -6.996


A structure of composition C22H38GeNO2PtSSi3, computed with ωB97M-V/def2-TZVPD.

Geometry (Å):
Pt 0.0955 0.9365 -0.7629
C -2.0352 -1.8310 -2.2283
O -0.7813 -1.3003 -1.8145
Si 0.7380 -1.7266 -2.3191
C 1.4026 -3.1766 -1.2810
C 0.8540 -2.0612 -4.1781
C 1.5129 0.0215 -1.8025
Si 1.3332 1.4234 -3.2056
C 2.8048 1.2089 -4.3946
C 1.4638 3.1410 -2.3315
C -0.4033 1.3102 -4.0066
Si 2.9753 0.0639 -0.4863
C 4.5556 -0.3544 -1.4560
C 2.5773 -1.0954 0.9806
C 3.0430 1.8019 0.3234
H -2.2177 -1.6258 -3.2823
H -2.8213 -1.3651 -1.6350
H -2.0534 -2.9085 -2.0751
H 1.0224 -4.0969 -1.7199
H 1.0848 -3.1592 -0.2429
H 2.4853 -3.2371 -1.3079
H 0.3385 -2.9976 -4.3808
H 1.8760 -2.1937 -4.5139
H 0.3930 -1.2996 -4.7983
H 3.7472 1.0765 -3.8750
H 2.8842 2.1197 -4.9835
H 2.6845 0.3794 -5.0831
H 2.4972 3.4651 -2.2886
H 1.0494 3.2041 -1.3221
H 0.9192 3.8515 -2.9470
H -0.3220 1.2507 -5.0888
H -0.9788 2.2031 -3.7756
H -0.9908 0.4634 -3.6720
H 4.3989 -1.0291 -2.2916
H 5.2643 -0.8237 -0.7796
H 5.0267 0.5497 -1.8307
H 2.9521 -2.0997 0.8264
H 1.5123 -1.1448 1.1986
H 3.0759 -0.7180 1.8679
H 3.4187 2.5641 -0.3462
H 3.7455 1.7317 1.1480
H 2.0923 2.1344 0.7422
O -1.7105 2.5964 -1.0380
S -2.0879 2.5479 0.3576
N -1.1255 1.5470 1.0171
Ge -1.0927 1.1367 2.8660
C -0.8445 -0.8220 3.1101
C -0.3765 -1.2734 4.3378
C -0.2594 -2.6383 4.5522
C -0.6758 -3.5274 3.5755
C -1.1226 -3.0722 2.3433
C -1.2331 -1.7098 2.1159
C -2.9626 1.5917 3.4349
C -3.1878 2.6520 4.2929
C -4.5032 3.0182 4.5559
C -5.5466 2.2861 4.0180
C -5.3104 1.2134 3.1742
C -4.0018 0.8448 2.9024
H 0.0192 2.0339 3.3740
H -0.1014 -0.5793 5.1218
H 0.1301 -2.9923 5.4938
H -0.6810 -4.5880 3.7896
H -1.4029 -3.7710 1.5698
H -1.5934 -1.3456 1.1609
H -2.3719 3.2003 4.7435
H -4.6879 3.8635 5.2028
H -6.5650 2.5244 4.2982
H -6.1226 0.6368 2.7576
H -3.8019 -0.0288 2.2942

Cartesian forces (eV/Å) of the 3 atoms listed first:
-0.111 0.254 -1.562
-0.862 -0.100 -0.216
0.693 1.168 0.799

Summary:
Net charge: +3
LUMO (alpha / beta), eV: -14.09 / -13.98
Gap between HOMO and LUMO (alpha / beta), eV: 2.49 / 2.60
HOMO level (alpha / beta), eV: -16.581 / -16.573


The ion C7H11N2 with charge +1, computed with ωB97M-V/def2-TZVPD.

Geometry (Å):
C -1.7577 1.3788 0.8363
C -0.5984 1.3985 1.6795
C -1.5503 1.0107 -0.4360
C 0.5826 0.9645 1.2644
C -0.4310 0.2290 -0.8715
C -0.2552 -1.0830 -0.1330
C 0.7051 0.0688 0.1086
N 1.9543 -0.3002 -0.5091
N 0.2421 -2.2207 -0.8950
H -2.6213 1.9376 1.0999
H -0.6146 2.0487 2.4837
H -2.2699 1.3742 -1.1194
H 1.4402 1.3430 1.9475
H -0.0447 0.2347 -1.8613
H -0.9640 -1.2240 0.5833
H 2.6842 -0.1816 0.2145
H 2.2575 0.5159 -1.0889
H 0.4850 -2.0235 -1.8882
H -0.4063 -2.9975 -0.9203
H 1.1622 -2.4739 -0.4949

Cartesian forces (eV/Å) of the 3 atoms listed first:
3.147 1.370 6.485
-7.216 1.524 -1.614
-0.412 -0.711 -4.720

Summary:
<S²>: 2.009
Energy relative to the best compared isomer or geometry (same formula, charge and spin), kcal/mol: 36.06
Net charge: +1
LUMO (alpha / beta), eV: -3.39 / -5.72
Gap between HOMO and LUMO (alpha / beta), eV: 5.59 / 8.03
2S+1: 3
HOMO level (alpha / beta), eV: -8.981 / -13.755


no.,DFT total energy (Ha),strongest force on any atom (eV Å⁻¹)
1,-6082.06091,1.58
2,-2950.58144,7.39
3,-643.12885,3.58
4,-383.13542,1.61
5,-337.31203,3.85
6,-6562.41187,0.43
7,-4528.08991,3.45
8,-382.39729,7.55